Entry 1:
Entry from the OMol25 dataset: a molecular structure, C4H4GdO5 in a non-equilibrium geometry (wB97M-V/def2-TZVPD).

Each line ends with the Mulliken charge.
Cartesian coordinates (Å):
Gd -0.13721 -2.26146 -0.37904  1.3567
O -2.33977 -2.42546 -1.19931  -0.3590
O -2.27661 -2.16044 0.91854  -0.3119
O 1.95619 0.56309 -1.02529  -0.2952
O 1.50481 2.18286 0.38745  -0.3418
O 3.34277 2.32446 -0.88912  -0.5865
C -3.10000 -2.36080 -0.21346  -0.1888
C 0.57781 0.26513 -0.56209  -0.7041
C 2.34611 1.73068 -0.54465  0.6458
C 0.54845 1.12607 0.68059  -0.2786
H -0.42931 1.57903 0.88030  0.2876
H -0.06617 0.74847 -1.32098  0.2381
H -2.83957 -1.93578 1.67585  0.3295
H 0.91251 0.62415 1.59121  0.2080

Values from the calculation:
- ⟨S²⟩ = 20.052
- relative energy (zero: lowest compared OMol25 entry of this formula, charge and spin) (kcal/mol) = 13.5
- 2S+1 = 9

***

Entry 2:
Entry from the OMol25 dataset: a single CHN5O2 molecule in a non-equilibrium geometry (wB97M-V/def2-TZVPD).

Each line ends with the Mulliken charge.
Cartesian coordinates (Å):
O 1.55133 -0.96943 0.14225  -0.4633
O -2.26343 -1.71571 -0.02618  -0.4169
N 1.10148 1.36784 0.19011  -0.3735
N 0.01927 1.99151 0.15870  -0.0965
N -1.05851 1.42651 -0.04823  -0.1623
N 0.68466 0.09397 0.20480  0.6262
N -1.35311 -1.03850 0.28027  0.3402
C -0.63545 -0.14057 -0.11528  0.1686
H 1.95377 -1.01562 -0.78644  0.3775

Values from the calculation:
- relative energy (zero: lowest compared OMol25 entry of this formula, charge and spin) (kcal/mol) = 116.6
- SMILES string = O=Nc1nnnn1O
- 2S+1 = 1

***

Entry 3:
Entry from the OMol25 dataset: a single C5H7F molecule in a non-equilibrium geometry (wB97M-V/def2-TZVPD).

Each line ends with the Mulliken charge.
Cartesian coordinates (Å):
F -1.11242 1.39700 0.00759  -0.2500
C -2.09504 -0.84973 -0.24945  -0.9593
C 0.23751 -0.54884 0.37165  -0.2354
C -1.08757 0.03488 -0.02723  0.6581
C 2.72717 -0.24576 -0.18480  -0.7374
C 1.49078 0.22855 0.10082  -0.2664
H 0.04743 -0.45916 1.59306  0.1733
H 3.08685 0.57639 -0.86241  0.2343
H 2.92198 -1.28456 -0.25344  0.3252
H -3.28950 -0.96270 -0.58396  0.2096
H 1.43250 1.26718 -0.08339  0.3253
H 0.07597 -1.62055 -0.00653  0.2864
H -1.90054 -1.80427 0.06239  0.2363

Values from the calculation:
- relative energy (zero: lowest compared OMol25 entry of this formula, charge and spin) (kcal/mol) = 71.1
- SMILES string = C=CCC(=C)F
- 2S+1 = 1

***

Entry 4:
Entry from the OMol25 dataset: 11 unconnected molecules or ions with the total composition C6H33NO11 in a non-equilibrium geometry (wB97M-V/def2-TZVPD).

Each line ends with the Mulliken charge.
Cartesian coordinates (Å):
O -2.05045 -1.98507 3.16114  -0.7157
O 0.64931 -0.90868 4.53692  -0.6469
O -0.88197 2.90854 -3.89546  -0.7102
O -2.76381 1.13661 -3.73618  -0.6533
O -2.92709 1.14182 -0.60867  -0.6418
O -0.96176 3.94110 -1.45654  -0.6369
O 1.78375 -0.98579 -2.55836  -0.6995
O -0.19401 -2.49007 -0.31573  -0.4493
O -2.58486 -1.42680 0.50885  -0.7026
O -0.31537 -1.45681 -4.66556  -0.6465
O 0.37680 -3.56145 -3.28834  -0.6646
N 1.45551 -0.99129 0.19285  -0.1135
C 2.39090 1.00290 1.36586  -0.7403
C 0.80597 2.17800 2.84686  -0.5678
C 1.78754 1.00419 2.77912  0.0289
C -0.34025 2.25104 2.20269  -0.3095
C 2.59538 -0.45022 0.87132  -0.9719
C 0.72606 -2.11185 0.72364  -0.1593
H -1.83796 1.45897 -3.73509  0.3691
H -3.87723 1.06624 -0.74201  0.2889
H 1.33991 -3.53769 -3.28752  0.3158
H 2.40586 0.98666 3.67656  0.5759
H 1.25132 -1.14979 -1.76967  0.4692
H -0.78522 -2.26922 -4.49482  0.3012
H -1.29261 2.76909 2.20439  0.3588
H 3.49755 -0.52493 0.22525  0.4102
H 1.59949 -1.06231 4.58601  0.3040
H 0.56002 -0.10210 5.05932  0.3187
H -0.46289 4.69941 -1.15149  0.2808
H 0.43119 -1.38223 -4.07136  0.3605
H -1.23548 -2.44417 2.93500  0.3066
H -0.51437 1.49242 1.41054  -0.0621
H -1.17489 3.30730 -0.76731  0.3003
H -2.98459 0.26017 -3.43567  0.2981
H -1.09340 3.51403 -3.14959  0.4252
H 2.69187 -1.03543 -2.25509  0.2537
H -1.78364 -1.17501 3.60854  0.3382
H -1.06109 -2.06889 -0.14756  0.3677
H 1.75758 1.46372 0.60894  0.2559
H 3.05201 -1.04930 1.66498  0.3096
H -2.95649 -0.53071 0.47310  0.3105
H -2.61398 1.17053 -1.52714  0.3158
H 1.22176 2.95967 3.48057  0.3338
H -2.59227 -1.55588 1.48659  0.4449
H 1.15323 0.10384 2.85814  -0.1788
H 1.29437 -3.04021 0.70988  0.3141
H -0.10311 2.46140 -3.54413  0.3146
H 3.35582 1.49970 1.32979  0.4162
H 0.83990 -0.27453 -0.16216  0.4482
H 0.22102 -3.27443 -2.37329  0.3401
H 0.14468 -1.93250 1.63188  -0.2050

Values from the calculation:
- relative energy (zero: lowest compared OMol25 entry of this formula, charge and spin) (kcal/mol) = 122.0
- SMILES string = C=CCCCNCO.O.O.O.O.O.O.O.O.O.O
- 2S+1 = 1